# 1
Here is C23H22Cl3CrN2O4 as an isolated structure in a non-equilibrium geometry from OMol25. Energies are from the ωB97M-V functional and the def2-TZVPD basis.

```
55
Properties=species:S:1:pos:R:3:forces:R:3
C -3.722700 -0.384562 -2.063158 0.00 0.06 0.06
Cl -3.633078 3.831812 -1.951794 -0.01 0.00 -0.01
H 3.475331 1.253293 -3.108662 0.03 -0.02 -0.03
C 2.100338 -4.345649 1.319635 -0.04 0.02 -0.06
Cr 1.755789 -1.182924 0.456636 -0.15 -1.14 0.29
H 1.493331 -1.734037 3.283501 -0.08 0.03 -0.07
C 2.291012 1.755420 1.150237 -0.02 -0.08 -0.03
H -3.434501 1.329777 2.549059 0.00 0.00 0.00
H -0.809378 4.211044 -1.816089 0.01 0.01 0.01
O 2.243242 0.535974 1.514143 -0.20 -0.04 -0.09
C -3.006085 -2.693135 -1.492173 -0.53 -0.72 -0.32
H -5.003313 -1.963720 -1.528496 -0.02 0.00 -0.10
H 3.920455 -1.706652 2.195619 -0.02 0.09 -0.18
C -1.132655 3.735029 -0.900128 -0.02 0.00 -0.01
C -2.460391 3.414536 -0.717418 0.03 -0.02 0.03
N 3.728997 0.375386 -2.675858 0.09 0.16 -0.10
H 1.996704 2.573125 3.122983 -0.04 -0.02 0.00
C 3.142664 -2.415455 1.946143 0.10 -0.22 0.34
C -2.880449 2.733644 0.413947 0.00 -0.01 -0.02
C -0.629078 2.754075 1.236236 -0.07 -0.02 -0.07
Cl -3.686229 -4.307404 -2.054010 -0.05 0.00 0.19
C 1.365609 0.153540 -2.221864 -0.22 -1.07 -0.20
C -0.206875 3.397184 0.078673 -0.01 0.08 0.05
H 4.129828 -3.847669 0.565967 0.03 -0.01 0.03
H -3.917683 2.439404 0.511438 0.00 -0.01 -0.01
H 1.704442 3.743151 1.808367 0.01 0.04 0.01
C 0.503187 -2.398658 -1.381395 0.95 0.65 1.77
C 3.286555 -3.600553 1.196804 -0.10 0.06 -0.05
H -2.192704 2.142006 3.527082 0.01 0.00 0.00
H 0.930388 0.728710 -3.022532 0.03 -0.01 -0.04
H 1.285449 -2.788592 -2.013004 -0.20 0.03 -0.28
H 1.857712 -5.243518 0.766654 0.01 -0.01 0.02
C 1.572845 2.707413 2.127354 0.01 -0.03 0.01
C -1.381446 -0.390401 -1.601110 -1.52 -2.89 1.25
C 2.654364 -0.135513 -1.926614 0.01 0.28 0.13
C 1.212761 -3.638429 2.142821 0.01 0.05 -0.10
C -1.688293 -2.731182 -1.300563 -0.18 2.15 0.87
H -2.358292 0.972218 -3.003045 0.17 0.09 0.21
O 2.836166 2.249944 0.164187 0.18 -0.01 0.02
C -2.377756 1.591869 2.601548 -0.01 -0.02 0.01
Cl 0.238532 -0.689956 -1.029924 0.00 2.53 -0.15
H 0.844878 3.565862 -0.102071 0.01 0.00 -0.02
H 0.058928 0.712460 -0.232575 -0.16 -0.01 -0.52
H 0.188475 -3.912868 2.351062 0.00 -0.01 0.01
H -0.572272 -1.144455 0.254161 0.66 -0.37 -0.25
C -2.396096 0.144098 -2.278569 0.82 1.02 -0.73
C -3.974398 -1.642618 -1.642699 0.27 -0.26 -0.20
H -4.564047 0.261221 -2.297363 0.01 0.01 -0.02
C -1.972435 2.391340 1.400235 -0.01 0.07 0.02
H -1.790406 0.673124 2.651568 0.00 -0.01 -0.02
N -0.593783 -3.096527 -0.824741 -0.19 -0.80 -1.28
C 1.844625 -2.441622 2.543795 0.03 0.07 0.02
O 0.189918 2.401774 2.258687 -0.01 0.07 0.11
H 4.495386 0.528831 -2.030670 -0.01 0.01 -0.02
O 3.036448 -0.871160 -0.922023 0.38 0.25 -0.50
```
Positions in Å, forces in eV/Å.

## Properties
energy above the lowest of the compared OMol25 structures with the same formula, charge and spin = 1657.5 kJ/mol
spin multiplicity = 4
net charge = -2


# 2
Here is C23H22ClNPPm as an isolated structure in a non-equilibrium geometry from OMol25. Energies are from the ωB97M-V functional and the def2-TZVPD basis.

```
49
Properties=species:S:1:pos:R:3:forces:R:3
C 0.693283 1.101923 6.256781 0.02 0.43 -0.18
Pm 0.720354 0.010140 1.953327 1.27 0.05 -0.74
C 0.269655 -1.251175 4.859620 -0.25 1.61 0.06
C 3.438996 0.634793 -2.801845 0.06 -0.40 0.03
H -3.433304 2.829801 -3.322525 0.23 -0.07 0.26
C -0.671982 3.977888 -1.690886 -0.02 -0.15 -0.03
H 5.139758 -0.706707 -2.908926 -0.29 0.08 0.13
C -0.827096 1.549932 -1.513731 -0.49 0.63 0.69
C -1.116186 -1.351479 -1.564396 -0.33 -0.34 0.26
H 0.408642 2.036503 4.290493 0.09 -0.04 0.33
H 0.075426 -2.130411 4.242328 0.11 0.05 0.35
C -2.047872 1.600551 -2.206072 0.14 -0.12 -0.16
H 0.484377 -2.265603 6.732581 0.07 0.28 -0.11
H 4.040553 -2.501096 -1.553187 -0.11 0.39 -0.10
H -2.309114 0.218147 1.788044 -0.01 -0.20 0.08
C -2.522789 2.810815 -2.721839 0.25 0.24 0.09
H -0.823216 -0.702768 -3.617148 -0.11 -0.21 0.23
H 3.922530 1.434015 -3.367336 -0.16 -0.30 0.16
C -1.291528 -1.435403 -2.955030 -0.14 -0.15 -0.19
C 2.206343 -1.401917 -1.318839 0.01 0.54 -0.03
C 1.499607 -0.219352 -1.619595 0.41 0.33 0.59
C 2.131656 0.804521 -2.345225 -0.06 -0.08 0.19
C -1.826470 4.002570 -2.487119 0.20 -0.36 0.21
H 0.847591 2.045915 6.780823 0.00 -0.30 -0.14
H 0.706278 2.753116 -0.567664 0.03 0.13 -0.19
C 3.516352 -1.567315 -1.773229 -0.24 -0.03 -0.18
C -2.496643 -3.325347 -1.303616 -0.07 -0.24 0.06
H 0.879002 -0.141245 8.025372 -0.08 0.02 -0.42
C -2.089691 -2.444418 -3.515346 0.12 0.14 0.40
Cl 3.109220 -0.574517 2.271480 -0.74 0.17 -0.12
C 0.703680 -0.113926 6.946238 -0.05 -0.10 -0.49
C -2.702927 -3.390628 -2.687734 0.22 0.34 0.37
H -2.164167 0.933843 1.653115 0.06 0.20 -0.03
H 1.719250 -2.174401 -0.717746 0.17 -0.01 -0.23
C 0.493243 -1.298402 6.230679 -0.06 -0.28 -0.11
H -2.958872 -4.068054 -0.652947 0.11 0.18 -0.20
H -3.345504 -4.168437 -3.104585 0.26 0.25 0.11
H -2.249830 -2.485760 -4.592075 0.14 0.06 0.27
H -0.136821 4.900689 -1.468542 -0.18 -0.21 -0.05
C -0.185547 2.767330 -1.194281 -0.41 -0.18 -0.25
C -1.709116 -2.323423 -0.739596 0.06 0.35 -0.66
H -2.626580 0.687792 -2.362808 0.23 0.32 -0.05
H -2.178899 4.950555 -2.899474 0.08 -0.36 0.14
H 1.602577 1.740702 -2.531959 0.24 -0.34 -0.09
C 0.464573 1.121737 4.885253 -0.49 -1.66 0.03
H -1.546319 -2.268597 0.335569 -0.19 -0.14 -0.03
C 4.125527 -0.560176 -2.535878 -0.31 0.09 0.19
P -0.150999 0.003515 -0.810713 -0.09 -0.44 -2.00
N 0.213009 -0.046237 4.200169 0.29 -0.17 1.56
```
Positions in Å, forces in eV/Å.

## Properties
DFT total energy = -2353.78031 hartree
spin multiplicity = 5
net charge = +2


# 3
Here is C23H22CrFN6O8S2 as an isolated structure in a non-equilibrium geometry from OMol25. Energies are from the ωB97M-V functional and the def2-TZVPD basis.

```
63
Properties=species:S:1:pos:R:3:forces:R:3
N -2.888612 0.751297 2.746227 -0.48 -0.01 -0.16
H -0.378430 -4.044273 -3.670153 0.05 0.02 0.00
O -2.455595 -6.867414 0.505419 0.08 0.06 -0.04
H 1.155075 -5.769611 -0.331395 0.01 0.01 0.03
C -0.072628 0.142800 -5.880153 0.03 -0.14 0.06
S -0.240129 0.668089 2.669483 -0.16 -0.02 -0.07
H -1.524429 -3.320455 -4.840681 -0.02 0.05 0.05
C -0.832239 -0.678444 -5.060868 0.30 0.00 0.08
N -0.892963 1.559920 -0.038142 0.25 0.85 0.58
C 1.971527 0.636072 -2.400740 -0.02 -0.17 0.08
H 3.346892 3.615242 -3.181615 0.00 0.02 0.03
O 3.044224 -4.271827 -0.440033 -0.14 -0.09 0.05
H -2.462865 3.174636 -7.342728 -0.01 0.00 -0.02
H -3.916928 0.423083 -5.846735 0.00 -0.02 0.01
C 1.633141 3.291458 -1.928199 -0.27 0.10 0.20
C -0.253328 2.614772 -0.402440 -0.56 -0.20 0.55
S 0.010008 -1.729597 -3.877486 -0.58 -0.12 -0.40
H 2.094853 -0.428986 -2.525677 -0.06 -0.10 -0.03
C -2.784490 2.162887 -7.593553 0.02 -0.08 0.03
H -1.349841 4.436492 -0.303735 0.00 0.00 -0.02
C -0.710115 1.045417 -6.715339 0.02 0.00 -0.01
C -2.838426 0.329713 -5.868113 0.07 -0.02 -0.01
F -1.627061 0.953678 -2.382558 0.43 -0.29 0.35
O -2.337264 -0.818056 -0.273875 0.42 0.32 -0.15
H 0.179705 -3.624672 -5.316411 -0.04 0.00 -0.04
H 1.008802 0.074021 -5.846452 0.00 0.05 -0.07
C 2.682225 2.888522 -2.735110 0.07 -0.24 -0.06
Cr -0.719608 -0.041089 -1.134250 -1.29 -1.58 -0.65
N 0.919015 1.022515 -1.686246 0.68 0.46 -0.04
C 2.881768 1.532480 -2.935462 0.03 0.21 -0.02
C -2.098618 1.152855 -6.714810 0.01 0.05 -0.01
H 1.458253 4.337775 -1.723540 0.06 -0.01 0.02
C -0.054470 -2.562337 -0.073591 0.01 -0.80 0.04
H -2.545454 1.987987 -8.643472 -0.02 0.03 -0.01
H 3.722428 1.165874 -3.506947 -0.02 -0.02 0.00
H -3.732935 0.619264 2.208200 0.00 -0.11 -0.06
N -1.287714 -6.646746 0.242951 -0.02 -0.36 0.14
H -2.782522 -1.187645 -4.343274 -0.02 0.04 0.02
C -1.766814 -4.233545 0.420151 -0.01 -0.34 0.14
C -1.383582 -2.924118 0.295755 0.23 0.40 -0.19
H -2.785789 -4.465268 0.696301 -0.01 0.03 0.01
H -0.120633 1.684932 -7.361901 -0.02 0.01 0.00
H -0.747347 3.836457 1.243984 -0.02 0.00 -0.02
O -0.816546 -1.605134 -2.620089 -0.01 0.09 0.42
H 0.367152 4.600487 0.095749 -0.02 0.00 -0.02
C -0.491891 -3.352174 -4.503665 0.24 0.24 0.11
C 0.845395 -3.655516 -0.279345 -0.74 0.25 0.06
C -1.754434 1.016428 2.086069 0.89 0.04 0.20
N 2.199838 -3.450001 -0.741872 0.67 0.36 -0.09
C -0.503379 3.956053 0.190560 0.16 0.09 -0.04
C -2.423637 -1.849350 0.500287 -0.01 -0.07 0.15
O 2.445865 -2.470815 -1.434067 -0.24 -0.05 -0.04
O -0.459076 -7.513900 0.019505 -0.08 0.12 -0.01
C -0.852694 -5.262527 0.194556 -0.01 0.56 -0.12
C 0.790919 2.334271 -1.382521 0.44 -0.21 -0.57
C -2.212850 -0.583426 -5.038265 -0.06 -0.06 0.07
O -3.288908 -1.998323 1.351108 -0.04 -0.02 -0.15
C 0.450227 -4.974042 -0.141179 0.11 -0.15 -0.04
H -2.808950 1.737333 0.478319 0.00 -0.22 -0.03
N -1.895599 1.735416 0.917836 -0.44 0.22 0.01
H -3.864752 2.107348 -7.472122 -0.01 0.04 -0.04
H -2.791626 0.104748 3.511003 0.08 0.01 0.07
O 0.319141 -1.328038 -0.157434 0.05 0.82 -0.33
```
Positions in Å, forces in eV/Å.

## Properties
energy above the lowest of the compared OMol25 structures with the same formula, charge and spin = 41.9 kJ/mol
spin multiplicity = 2
net charge = 0


# 4
Here is C23H22IN4O10STeY as an isolated structure from OMol25. Energies are from the ωB97M-V functional and the def2-TZVPD basis.

```
63
Properties=species:S:1:pos:R:3:forces:R:3
C 0.833958 -3.933527 -3.921683 -0.02 0.01 -0.03
H 0.932550 -1.886695 -4.704238 0.00 0.01 0.00
H 4.912897 -5.500529 0.727820 0.00 0.00 -0.01
N -2.964397 2.500218 -2.142007 0.09 -0.11 -0.07
H 3.856932 1.632820 -0.890670 0.00 0.00 0.00
O -1.955792 3.222090 -2.035247 -0.04 0.02 0.02
H -7.365021 -1.921835 1.439189 -0.02 0.06 0.04
O -0.754646 2.994246 3.237857 0.07 -0.03 0.05
S -5.232718 -2.912424 0.762602 -0.03 -0.08 0.10
O 0.901261 -0.313938 2.678397 0.03 0.05 -0.14
Te -1.943440 -3.144784 1.196079 -0.05 0.04 0.05
C -3.857658 -2.397218 1.662043 0.00 0.04 -0.10
C -0.375873 2.337472 2.280286 -0.19 0.10 0.03
N -1.561915 0.455708 -3.337053 0.04 -0.07 0.01
C -5.632916 -1.200142 2.594283 -0.02 -0.02 0.05
C 1.041806 2.461950 0.174058 -0.04 0.03 -0.06
H 2.984770 2.188682 2.599957 -0.01 0.01 -0.02
H 4.179714 2.548602 0.591647 0.01 -0.01 0.00
H 1.180317 -5.305563 -2.313744 -0.04 0.00 -0.04
O -1.068112 1.436566 1.665491 0.15 -0.19 -0.17
C 2.560912 -3.547299 -0.769615 -0.01 0.03 -0.02
C 1.924061 -3.358980 -2.084727 0.03 0.01 0.11
H 2.489062 -2.371010 2.414432 -0.02 0.01 -0.02
Y -0.350414 -0.491400 0.846174 0.55 -0.25 0.19
C 2.292060 3.103047 -0.434253 -0.01 0.01 0.02
H 3.820382 -5.113497 -1.478678 0.03 -0.03 0.05
H -3.529210 -0.987630 3.254502 0.01 0.00 0.00
C -4.235022 -1.471411 2.593919 0.01 0.01 0.02
C 2.800814 -2.970492 1.566399 -0.02 0.01 0.00
O 1.185066 -1.897804 0.209625 -0.15 0.11 0.06
H 3.002280 0.062454 0.797771 -0.04 -0.01 -0.01
O 1.345458 1.050536 0.038076 -0.11 -0.05 -0.11
C 1.164043 -2.612124 -3.941176 0.00 0.02 0.03
C 2.165216 1.645803 2.131297 0.01 0.01 0.08
C -1.734891 -0.305163 -2.248457 0.02 0.09 -0.09
N 1.843064 -2.261916 -2.799650 0.06 -0.02 -0.09
O 2.383897 0.436597 4.169625 0.01 0.00 -0.04
N 1.338477 -4.407161 -2.733763 -0.05 0.03 0.02
C 4.149070 -4.741128 0.615493 0.02 0.01 0.05
O -3.626262 2.505174 -3.212649 -0.02 0.01 -0.02
H -6.103992 -0.487803 3.257593 -0.01 0.00 0.01
C 3.397009 2.099594 -0.020054 0.00 0.00 0.01
O -3.285057 1.718566 -1.228318 -0.02 0.11 0.02
C -6.310866 -1.926327 1.665734 0.00 -0.01 -0.15
H 4.249076 -4.084424 2.659248 0.00 0.00 0.00
C 1.787889 0.513389 3.100849 0.03 0.02 0.22
H 2.196785 3.163583 -1.517816 0.00 0.01 0.00
H -3.869486 -0.428417 -2.338887 0.00 0.00 -0.01
H -2.393710 0.796621 -3.805014 0.00 0.00 -0.01
H 0.102434 2.684002 -0.329391 -0.01 -0.03 0.00
H -0.812594 1.129463 -3.264006 0.01 -0.01 0.01
C 2.589456 1.068121 0.769937 0.05 -0.01 0.02
C 2.146930 -2.755578 0.332376 -0.01 -0.07 -0.03
C 3.774849 -3.939403 1.694486 0.05 -0.08 -0.02
O -0.861364 -0.391401 -1.381107 -0.21 0.07 -0.08
H 1.268708 3.647868 1.993020 0.01 -0.02 0.00
H -3.095001 -1.537462 -1.158250 0.02 0.00 -0.01
C -3.022060 -1.076461 -2.138895 -0.08 0.04 0.05
H 2.455223 4.108196 -0.045052 -0.01 0.00 0.00
H 0.276013 -4.544260 -4.609106 0.00 -0.04 0.03
I -3.099375 -2.686150 -3.542077 0.01 0.00 0.00
C 3.532505 -4.531647 -0.607554 -0.02 0.13 -0.05
C 1.021349 2.629334 1.695474 -0.06 0.04 0.06
```
Positions in Å, forces in eV/Å.

## Properties
energy above the lowest of the compared OMol25 structures with the same formula, charge and spin = 172.4 kJ/mol
net charge = -2